This record from OMol25 describes Cl7FeLi2O28 as an isolated structure at a distorted geometry. The level of theory is ωB97M-V with the def2-TZVPD basis set.

Results
⟨S²⟩: 6.0061
2S+1: 5
Energy above the lowest of the compared OMol25 structures with the same formula, charge and spin: 0.0 kcal per mole
DFT total energy: -179737.7916 eV
Total charge: -3

Element x y z (Å)
1 Li -0.94511 2.11490 -1.51444
2 Li 1.09583 -2.19785 -1.32599
3 Fe -0.65065 0.08671 1.43943
4 Cl -1.35135 5.54769 -1.78220
5 O -1.77569 5.54534 -0.40541
6 O -1.14771 4.16267 -2.19396
7 O -2.17170 6.31097 -2.67198
8 O -0.04175 6.08190 -1.92152
9 Cl 1.46885 2.00341 3.05978
10 O 1.85344 1.64409 4.36508
11 O 0.17528 1.28361 2.85049
12 O 1.07869 3.42554 2.82330
13 O 2.46697 1.64546 2.01587
14 Cl -3.09183 -1.33872 3.36495
15 O -3.06922 -0.91315 4.73625
16 O -2.27150 -0.47697 2.70084
17 O -2.62031 -2.65629 3.23560
18 O -4.38226 -1.14945 2.87201
19 Cl -1.94626 -0.83792 -1.32615
20 O -2.08203 -0.54697 -2.79537
21 O -1.78186 0.48351 -0.64180
22 O -3.16622 -1.43348 -0.85541
23 O -0.79904 -1.76555 -0.95430
24 Cl 1.42162 -2.39197 1.65635
25 O 0.11586 -2.84703 2.08304
26 O 1.80043 -3.08215 0.37012
27 O 1.34301 -0.88720 1.23529
28 O 2.45013 -2.58652 2.68396
29 Cl 1.70967 -4.80436 -3.27483
30 O 0.66241 -5.08113 -2.26779
31 O 1.88557 -3.33025 -3.08569
32 O 3.02123 -5.35297 -3.06292
33 O 1.33632 -5.08853 -4.65415
34 Cl 1.87902 1.73089 -1.29528
35 O 1.98780 1.34299 -2.73947
36 O 2.08196 3.11747 -1.47568
37 O 0.54229 1.30917 -0.65149
38 O 2.91809 0.93214 -0.59655

These are the Löwdin partial charges, in e, on atoms 1 to 5: Li 0.7142; Li 0.7047; Fe 1.0113; Cl 0.6232; O -0.3523